(1)
37
Properties=species:S:1:pos:R:3:forces:R:3 method="wB97M-V/def2-TZVPD" smiles=C[N+]1([C@H]2N[C@@H](N)N[C@@H](O)N2)CCCCC1 total_charge=+1 spin_multiplicity=1
C 2.93055 0.87526 1.74969 -0.05 1.62 2.95
C 2.52767 1.94532 0.70393 -0.78 -3.14 1.17
C 1.76817 0.26626 2.56185 1.13 -1.99 -2.40
C 1.52159 1.28782 -0.20222 0.72 0.11 -2.60
C 0.79946 -0.39329 1.57978 3.83 1.80 0.36
C -1.87419 -2.05382 -0.89858 1.34 -1.43 -0.02
C -0.37471 -0.37280 -0.48725 1.34 3.39 0.55
C -1.16739 -0.66140 -2.62795 2.83 2.68 -1.70
C -0.41797 1.68936 1.08446 0.52 -1.53 -0.24
N -1.34868 -1.12637 0.16392 -0.70 -1.47 -0.73
N -2.25060 -1.34293 -2.10427 -0.75 -0.47 0.30
N -0.68494 0.35223 -1.66483 -0.40 0.68 -0.04
N -2.92129 -2.83526 -0.42988 -2.42 -0.64 -0.17
N 0.41328 0.56301 0.52728 -0.82 0.41 -2.10
O -1.43652 -0.02243 -3.83436 2.12 -1.47 -0.50
H 3.39774 0.19679 1.14130 1.36 -2.41 -1.00
H 3.65992 1.18776 2.56922 -0.56 0.16 -1.58
H 2.13263 2.76834 1.14786 -0.65 2.86 1.11
H 3.37032 2.05850 0.09714 1.30 1.14 -0.72
H 2.00232 -0.64430 3.10901 1.02 0.29 0.50
H 1.48216 0.96437 3.27008 -1.45 1.39 1.17
H 1.04743 1.97412 -0.98851 0.45 -0.85 1.53
H 2.19152 0.67303 -0.86159 -1.31 -0.61 0.67
H 1.33148 -1.32302 1.26877 -0.57 0.98 -0.82
H -0.02613 -0.68948 2.05209 -3.43 -1.14 1.68
H -1.06251 -2.84405 -1.10363 -0.18 1.67 0.11
H 0.46831 -0.93897 -0.78877 0.50 -1.54 -0.23
H -0.10743 -1.13636 -2.80750 -2.22 -0.50 -0.08
H -1.24963 1.24970 1.46784 -2.93 -1.49 0.75
H -0.03810 2.04063 1.98644 1.58 1.03 1.12
H -0.74461 2.46165 0.44171 0.38 0.58 -1.13
H -2.11226 -0.62116 0.59980 -0.12 0.31 -0.43
H -2.81386 -1.80693 -2.82189 0.46 -0.33 0.62
H -1.28126 1.18252 -1.61330 -0.26 -0.67 0.30
H -3.08778 -2.75626 0.54086 0.24 -0.16 1.22
H -3.82273 -2.62577 -0.84879 0.22 0.09 -0.22
H -2.22194 0.45793 -3.97972 -1.75 0.64 0.61

***

(2)
63
Properties=species:S:1:pos:R:3:forces:R:3 method="wB97M-V/def2-TZVPD" total_charge=0 spin_multiplicity=1
Pt 0.63303 -2.57597 -0.01661 0.21 0.21 -0.16
C -1.91435 -1.01105 3.20586 0.02 0.01 0.07
C -2.02878 -1.39193 1.73913 -0.05 0.08 -0.08
O -3.22458 -0.78617 1.25733 0.07 -0.09 0.02
P -0.56899 -0.80171 0.72944 -0.21 0.26 -0.07
O 0.54451 -0.50927 1.95730 0.08 -0.08 0.05
O -0.69201 0.83118 0.50573 -0.01 -0.11 0.14
O -0.86295 -1.32314 -1.92078 -0.14 -0.09 0.03
P -2.11752 -3.23188 1.47786 -0.01 0.13 -0.06
O -2.18570 -3.91211 2.95157 0.00 -0.04 0.00
O -3.34335 -3.53412 0.71278 0.07 -0.03 -0.01
O -0.72921 -3.68955 1.00551 0.01 -0.08 0.19
H -1.94416 0.07772 3.29777 0.03 -0.01 0.00
H -0.99848 -1.38521 3.65558 -0.01 -0.03 0.01
H -2.76478 -1.41918 3.75072 -0.03 0.03 -0.03
H -3.59193 -1.38564 0.58801 -0.01 -0.02 0.00
H 0.33953 0.30635 2.43211 0.02 0.02 -0.01
H -1.46033 0.97527 -0.06446 0.06 -0.01 -0.10
H -3.10244 -4.15095 3.13471 -0.01 0.01 0.00
C -2.73708 5.88737 0.59438 0.05 0.04 -0.03
O -2.03382 6.53863 -0.45336 -0.05 -0.05 0.00
C -1.01626 5.86625 -1.03969 0.00 0.01 0.05
C -0.54783 4.62472 -0.60499 0.04 0.04 -0.05
C 0.48504 4.00179 -1.28386 0.19 0.09 0.09
C 1.06900 4.60939 -2.39445 -0.11 -0.07 -0.40
C 0.63630 5.87898 -2.77620 -0.06 -0.05 -0.04
C -0.40756 6.49832 -2.12225 -0.01 -0.02 0.00
N 2.18954 4.12389 -3.15615 0.51 -0.54 0.99
N 2.52787 2.92088 -3.20875 -0.62 0.60 -1.08
C 1.62500 1.85769 -2.93728 0.01 -0.18 0.49
C 0.29605 1.86419 -3.28446 0.19 -0.14 -0.23
C -0.50766 0.76400 -2.96643 -0.03 0.03 -0.13
C -0.02354 -0.30076 -2.25389 0.18 0.06 0.18
O -1.68626 -0.91400 -0.79303 0.09 -0.03 -0.09
C 1.35737 -0.34478 -1.89635 -0.11 -0.15 -0.02
N 1.88099 -1.36474 -1.12216 -0.36 -0.13 0.03
C 3.18082 -1.44157 -0.95166 0.06 0.04 0.03
C 4.08514 -0.50596 -1.48577 -0.01 -0.13 0.06
C 3.59461 0.57804 -2.14152 -0.09 0.10 -0.01
C 2.19708 0.69372 -2.34666 0.07 0.29 0.15
H -3.56505 6.54091 0.85044 0.00 0.01 0.01
H -2.09842 5.74871 1.46938 0.00 -0.01 0.01
H -3.12440 4.92062 0.26696 -0.02 -0.01 0.00
H -0.97233 4.13512 0.25879 0.00 0.00 0.02
H 0.83728 3.04929 -0.91337 -0.02 0.00 0.00
H 1.13136 6.36122 -3.60966 0.00 0.00 0.02
H -0.76455 7.47337 -2.42542 0.00 -0.01 0.01
H -0.12427 2.71401 -3.80535 -0.02 -0.01 0.06
H -1.55257 0.74114 -3.24830 0.01 0.02 0.02
H 3.52276 -2.27482 -0.35314 0.03 0.01 0.00
H 5.14459 -0.65069 -1.33068 -0.01 0.01 0.00
H 4.24148 1.35314 -2.52879 -0.01 0.00 0.01
C 0.41614 -6.81489 2.81465 0.04 -0.01 -0.03
N 0.99841 -6.37039 1.55944 -0.06 0.03 -0.02
C 1.51234 -5.16235 1.37806 0.01 0.00 -0.09
N 1.70927 -4.38495 2.44849 0.00 0.09 -0.04
S 1.94018 -4.65466 -0.21595 0.01 -0.04 0.03
H 0.00317 -7.80833 2.67003 -0.01 0.00 0.00
H -0.38767 -6.14200 3.12599 -0.01 -0.01 -0.01
H 1.17643 -6.87252 3.59491 0.01 0.01 -0.01
H 0.77145 -6.86070 0.71029 -0.01 -0.02 0.01
H 1.15406 -4.54965 3.27455 0.00 -0.01 0.01
H 1.87805 -3.41029 2.23364 0.01 -0.01 0.01

***

In eV, the energy above the lowest of the compared OMol25 structures with the same formula, charge and spin values for the records above are, in order, 2.023, 5.453.
In eV, the LUMO level values for the records above are, in order, -2.4, -0.9.